(1)
ORCA calculation (wB97M-V/def2-TZVPD) on 4 unconnected molecules or ions with the total composition C17H17BrF26NO6P2.

```
! wB97M-V def2-TZVPD RIJCOSX def2/J DEFGRID3
* xyz -1 1
O -6.032 -0.633 -1.009
C -5.260 -1.518 -0.810
F -5.499 -2.419 0.154
N -4.038 -1.774 -1.425
P -2.666 -0.762 -0.433
P -0.995 0.389 0.588
O -1.396 1.928 0.175
Br -1.540 0.263 2.809
C -4.107 -1.461 -2.758
O -3.419 -0.769 -3.427
F -5.132 -2.131 -3.354
H -2.157 -1.999 0.139
H -3.620 -0.670 0.680
H -3.219 0.468 -1.003
H -1.742 -0.922 -1.546
H -2.357 2.040 0.132
C 5.316 0.022 0.709
C 6.181 -1.199 1.048
C 6.149 -2.393 0.088
F 4.922 -2.937 0.022
F 7.006 -3.337 0.546
F 5.936 -1.618 2.305
F 7.480 -0.757 1.007
O 4.077 0.159 1.359
C 2.921 -0.402 0.859
C 2.322 -1.425 1.837
F 3.233 -2.394 2.094
F 1.246 -2.001 1.274
F 3.126 -0.945 -0.357
F 2.030 0.591 0.724
H 5.903 0.867 1.069
H 5.223 0.140 -0.372
H 6.468 -2.087 -0.912
H 2.039 -0.931 2.769
C -1.339 2.669 6.959
C -1.012 1.194 6.691
C -0.576 0.336 7.884
F 0.571 0.806 8.423
F -0.356 -0.926 7.460
F -0.109 1.099 5.702
F -2.178 0.630 6.263
O -0.334 3.619 6.660
C 0.626 3.987 7.548
C 2.039 3.653 7.043
F 2.168 2.332 6.835
F 2.935 4.026 7.988
F 0.415 3.481 8.778
F 0.580 5.341 7.663
H -2.137 2.896 6.254
H -1.745 2.811 7.961
H -1.355 0.319 8.650
H 2.239 4.192 6.115
C -1.382 -1.238 -6.255
C -0.522 0.009 -6.479
C -1.252 1.336 -6.701
F -2.005 1.289 -7.821
F -0.331 2.317 -6.861
F 0.362 -0.201 -7.483
F 0.198 0.186 -5.335
O -1.585 -2.094 -7.368
C -2.594 -1.917 -8.259
C -2.065 -1.666 -9.681
F -1.295 -0.563 -9.718
F -3.116 -1.476 -10.515
F -3.458 -0.960 -7.888
F -3.290 -3.083 -8.331
H -0.809 -1.846 -5.557
H -2.316 -0.992 -5.747
H -1.882 1.575 -5.841
H -1.484 -2.526 -10.017
*
```

Calculated values
HOMO energy: -0.18552 hartree
gap between HOMO and LUMO: 7.2 eV

(2)
ORCA calculation (wB97M-V/def2-TZVPD) on a molecular structure, C52H39BrCdNPTe.

```
! wB97M-V def2-TZVPD RIJCOSX def2/J DEFGRID3
* xyz -2 1
Cd -0.238 1.454 -0.568
C 1.499 -7.576 -1.163
C 0.864 -6.905 -2.195
C 0.800 -5.512 -2.198
C 1.362 -4.767 -1.164
C 2.004 -5.458 -0.132
C 2.068 -6.844 -0.124
P 1.505 -2.928 -1.160
C 0.195 -2.424 -2.370
C 0.592 -1.590 -3.417
C -0.327 -1.115 -4.349
C -1.661 -1.474 -4.248
C -2.068 -2.317 -3.221
C -1.148 -2.786 -2.291
C 0.752 -2.519 0.481
C -0.252 -3.342 1.012
C -0.904 -3.033 2.195
C -0.546 -1.889 2.896
C 0.477 -1.093 2.419
C 1.145 -1.379 1.219
H 1.563 -8.658 -1.171
H 0.407 -7.466 -3.004
H 0.300 -5.004 -3.015
H 2.446 -4.894 0.687
H 2.563 -7.356 0.694
H 1.631 -1.293 -3.488
H 0.001 -0.452 -5.141
H -2.386 -1.079 -4.952
H -3.114 -2.586 -3.122
H -1.493 -3.425 -1.488
H -0.508 -4.263 0.504
H -1.687 -3.685 2.571
H -1.051 -1.615 3.818
H 0.765 -0.209 2.965
Br -2.598 -0.471 -0.867
C -3.103 0.281 -2.538
C -4.182 -0.303 -3.131
C -4.644 0.180 -4.376
C -4.011 1.228 -4.970
C -2.890 1.846 -4.358
C -2.248 2.937 -4.993
C -1.191 3.549 -4.389
C -0.724 3.089 -3.135
C -1.271 2.016 -2.468
C -2.390 1.384 -3.098
H -4.681 -1.128 -2.637
H -5.497 -0.293 -4.852
H -4.364 1.620 -5.919
H -2.613 3.272 -5.958
H -0.697 4.381 -4.877
H 0.113 3.620 -2.696
C 3.002 2.073 -3.063
Te 2.435 0.488 -1.259
C 3.040 2.380 -0.338
C 4.239 2.847 -1.089
C 5.373 3.356 -0.463
C 6.494 3.723 -1.204
C 6.480 3.556 -2.588
C 5.354 3.043 -3.221
C 4.204 2.693 -2.498
H 2.109 2.701 -2.979
H 3.121 1.752 -4.101
H 3.210 2.225 0.722
H 2.194 3.051 -0.477
H 5.383 3.447 0.621
H 7.373 4.116 -0.706
H 7.352 3.827 -3.172
H 5.354 2.919 -4.301
N 3.092 -0.045 1.732
C 2.241 -0.400 0.857
H 2.911 -0.502 2.636
C -0.633 2.089 1.393
C -0.992 1.982 2.568
C -1.427 1.826 3.911
C -2.861 1.764 4.159
C -3.459 2.044 5.415
C -4.834 1.989 5.609
C -5.701 1.663 4.569
C -5.143 1.421 3.313
C -3.772 1.475 3.108
C -0.397 1.674 4.925
C 0.942 2.083 4.668
C 1.955 1.933 5.606
C 1.714 1.359 6.855
C 0.421 0.908 7.119
C -0.601 1.049 6.187
H -2.827 2.346 6.238
H -5.239 2.221 6.590
H -6.773 1.618 4.726
H -5.792 1.183 2.472
H -3.364 1.295 2.121
H 1.164 2.523 3.701
H 2.958 2.272 5.354
H 2.506 1.253 7.589
H 0.209 0.418 8.065
H -1.575 0.636 6.414
*
```

Calculated values
HOMO energy: -0.01052 hartree
gap between HOMO and LUMO: 4.2 eV

Repeat the first record exactly.
ORCA calculation (wB97M-V/def2-TZVPD) on 4 unconnected molecules or ions with the total composition C17H17BrF26NO6P2.

```
! wB97M-V def2-TZVPD RIJCOSX def2/J DEFGRID3
* xyz -1 1
O -6.032 -0.633 -1.009
C -5.260 -1.518 -0.810
F -5.499 -2.419 0.154
N -4.038 -1.774 -1.425
P -2.666 -0.762 -0.433
P -0.995 0.389 0.588
O -1.396 1.928 0.175
Br -1.540 0.263 2.809
C -4.107 -1.461 -2.758
O -3.419 -0.769 -3.427
F -5.132 -2.131 -3.354
H -2.157 -1.999 0.139
H -3.620 -0.670 0.680
H -3.219 0.468 -1.003
H -1.742 -0.922 -1.546
H -2.357 2.040 0.132
C 5.316 0.022 0.709
C 6.181 -1.199 1.048
C 6.149 -2.393 0.088
F 4.922 -2.937 0.022
F 7.006 -3.337 0.546
F 5.936 -1.618 2.305
F 7.480 -0.757 1.007
O 4.077 0.159 1.359
C 2.921 -0.402 0.859
C 2.322 -1.425 1.837
F 3.233 -2.394 2.094
F 1.246 -2.001 1.274
F 3.126 -0.945 -0.357
F 2.030 0.591 0.724
H 5.903 0.867 1.069
H 5.223 0.140 -0.372
H 6.468 -2.087 -0.912
H 2.039 -0.931 2.769
C -1.339 2.669 6.959
C -1.012 1.194 6.691
C -0.576 0.336 7.884
F 0.571 0.806 8.423
F -0.356 -0.926 7.460
F -0.109 1.099 5.702
F -2.178 0.630 6.263
O -0.334 3.619 6.660
C 0.626 3.987 7.548
C 2.039 3.653 7.043
F 2.168 2.332 6.835
F 2.935 4.026 7.988
F 0.415 3.481 8.778
F 0.580 5.341 7.663
H -2.137 2.896 6.254
H -1.745 2.811 7.961
H -1.355 0.319 8.650
H 2.239 4.192 6.115
C -1.382 -1.238 -6.255
C -0.522 0.009 -6.479
C -1.252 1.336 -6.701
F -2.005 1.289 -7.821
F -0.331 2.317 -6.861
F 0.362 -0.201 -7.483
F 0.198 0.186 -5.335
O -1.585 -2.094 -7.368
C -2.594 -1.917 -8.259
C -2.065 -1.666 -9.681
F -1.295 -0.563 -9.718
F -3.116 -1.476 -10.515
F -3.458 -0.960 -7.888
F -3.290 -3.083 -8.331
H -0.809 -1.846 -5.557
H -2.316 -0.992 -5.747
H -1.882 1.575 -5.841
H -1.484 -2.526 -10.017
*
```

Calculated values
HOMO energy: -0.18552 hartree
gap between HOMO and LUMO: 7.2 eV